Entry 1:
# C3H6S

A single C3H6S molecule in a non-equilibrium geometry (ωB97M-V with the def2-TZVPD basis set, the Open Molecules 2025 dataset).

Geometry as XYZ:
```
10
Properties=species:S:1:pos:R:3:mulliken_charge:R:1
C 0.85844 -1.02131 0.12481 -0.443
C 0.60209 0.27162 0.10746 -0.335
C -1.10769 0.73629 -0.38852 -0.525
S -2.17595 -0.39722 0.43617 -0.239
H 1.87784 -1.41883 0.35229 0.241
H -0.01417 -1.62511 0.15947 0.190
H 1.36060 1.00856 -0.05704 0.319
H -0.90532 0.50718 -1.42736 0.323
H -1.38237 1.84413 -0.18221 0.331
H -3.32458 0.31261 -0.05404 0.139
```

## Properties
calculated total energy = -515.99994 Eh
energy above the lowest of the compared OMol25 structures with the same formula, charge and spin = 173.0 kJ/mol

***

Entry 2:
# C3H6S

A single C3H6S molecule in a non-equilibrium geometry (ωB97M-V with the def2-TZVPD basis set, the Open Molecules 2025 dataset).

Geometry as XYZ:
```
10
Properties=species:S:1:pos:R:3:mulliken_charge:R:1
S -2.13480 -0.03236 0.04934 -0.244
C -0.45348 0.12434 -0.49917 -0.039
C 0.60552 0.92980 0.21485 -0.477
C 0.78421 -0.65716 0.00642 -0.571
H -1.97763 -0.89284 1.22609 0.120
H -0.53328 0.34235 -1.57418 0.240
H 0.35475 1.29833 1.21829 0.274
H 1.29944 1.33726 -0.53315 0.231
H 1.42023 -0.95572 -0.83029 0.204
H 0.63503 -1.49399 0.72180 0.261
```

## Properties
calculated total energy = -516.02454 Eh
energy above the lowest of the compared OMol25 structures with the same formula, charge and spin = 108.4 kJ/mol

***

Entry 3:
# C3H6S2

A single C3H6S2 molecule in a non-equilibrium geometry (ωB97M-V with the def2-TZVPD basis set, the Open Molecules 2025 dataset).

Geometry as XYZ:
```
11
Properties=species:S:1:pos:R:3:mulliken_charge:R:1
C -0.18822 -0.56551 -1.23369 -1.372
C -0.14705 -0.21364 0.24702 0.662
S 0.17899 -1.67192 1.29630 -0.211
C 0.46900 1.11434 0.53872 -0.677
S -1.32665 1.03698 0.93919 -0.125
H 0.85922 -0.78771 -1.63496 0.301
H -0.49503 0.30663 -1.73274 0.391
H -0.84137 -1.35321 -1.68912 0.339
H -0.28175 -0.99843 2.28553 0.129
H 1.08308 1.36096 1.36221 0.332
H 0.68978 1.77150 -0.37846 0.231
```

## Properties
calculated total energy = -914.23627 Eh
energy above the lowest of the compared OMol25 structures with the same formula, charge and spin = 103.5 kJ/mol

***

Entry 4:
# C3H6S2

A single C3H6S2 molecule in a non-equilibrium geometry (ωB97M-V with the def2-TZVPD basis set, the Open Molecules 2025 dataset).

Geometry as XYZ:
```
11
Properties=species:S:1:pos:R:3:mulliken_charge:R:1
C -0.91712 -0.68542 -0.90898 -0.578
C -1.09586 -0.80884 0.57067 -0.559
S 0.50009 -0.52523 1.31263 -0.127
C 0.90091 0.98898 0.31454 -0.502
S 0.08912 0.78914 -1.32242 -0.138
H -0.40637 -1.56082 -1.26521 0.322
H -1.88214 -0.63612 -1.37985 0.354
H -1.83101 -0.08963 0.90310 0.314
H -1.30144 -1.86883 0.88039 0.310
H 2.04586 1.01382 0.25779 0.311
H 0.62011 1.95076 0.90314 0.292
```

## Properties
calculated total energy = -914.26559 Eh
energy above the lowest of the compared OMol25 structures with the same formula, charge and spin = 26.5 kJ/mol

***

Entry 5:
# C3H6S2

A molecular structure, C3H6S2 in a non-equilibrium geometry (ωB97M-V with the def2-TZVPD basis set, the Open Molecules 2025 dataset).

Geometry as XYZ:
```
11
Properties=species:S:1:pos:R:3:mulliken_charge:R:1
C 2.06528 0.54236 0.08397 -0.791
C -0.90795 0.18138 -0.20315 0.206
C -1.92085 -0.95020 0.10397 -0.677
H 2.23087 1.62814 -0.48405 0.283
H 2.05477 0.96904 1.25698 0.283
H 3.07201 -0.16560 0.07055 0.265
H -1.35718 -2.10904 -1.13342 0.218
H -1.78649 -1.41201 1.65088 0.280
H -3.34743 0.02454 -0.55059 0.212
S 0.66714 -0.56242 -0.51091 -0.043
S -0.77018 1.85382 -0.28422 -0.234
```

## Properties
calculated total energy = -913.89472 Eh
energy above the lowest of the compared OMol25 structures with the same formula, charge and spin = 1000.2 kJ/mol

***

Entry 6:
# C3H6S2

A single C3H6S2 molecule in a non-equilibrium geometry (ωB97M-V with the def2-TZVPD basis set, the Open Molecules 2025 dataset).

Geometry as XYZ:
```
11
Properties=species:S:1:pos:R:3:mulliken_charge:R:1
C -2.42444 1.01715 -0.28583 -1.023
C -1.90982 -0.18274 0.49259 -0.658
S -0.38350 -0.96087 -0.19750 0.007
C 0.85724 0.15981 0.13978 -0.057
S 2.43324 0.33512 -0.00230 -0.246
H -3.32319 1.44897 0.17382 0.326
H -1.66977 1.74924 -0.28800 0.335
H -2.56884 0.80885 -1.30407 0.335
H -2.62542 -0.91499 0.27594 0.370
H -2.04351 -0.02806 1.51863 0.444
H 0.29700 0.98272 0.74113 0.167
```

## Properties
calculated total energy = -914.23178 Eh
energy above the lowest of the compared OMol25 structures with the same formula, charge and spin = 115.2 kJ/mol

***

Entry 7:
# C3H6S2

A single C3H6S2 molecule in a non-equilibrium geometry (ωB97M-V with the def2-TZVPD basis set, the Open Molecules 2025 dataset).

Geometry as XYZ:
```
11
Properties=species:S:1:pos:R:3:mulliken_charge:R:1
S -2.20669 -0.00050 -0.10341 -0.203
C -0.67959 -0.91391 -0.26691 -0.501
C 0.43796 -0.19080 0.31947 -0.249
C 1.09059 0.97665 -0.29871 -0.622
S 2.18038 -0.40852 -0.06977 -0.144
H -1.98271 0.54337 1.09779 0.116
H -0.73688 -1.86967 0.23106 0.323
H -0.56898 -1.08128 -1.38277 0.306
H 0.40536 -0.06407 1.40846 0.425
H 1.31649 1.78898 0.40442 0.290
H 0.74410 1.21975 -1.33965 0.259
```

## Properties
calculated total energy = -914.24508 Eh
energy above the lowest of the compared OMol25 structures with the same formula, charge and spin = 80.3 kJ/mol

***

Entry 8:
# C3H6S3

A single C3H6S3 molecule in a non-equilibrium geometry (ωB97M-V with the def2-TZVPD basis set, the Open Molecules 2025 dataset).

Geometry as XYZ:
```
12
Properties=species:S:1:pos:R:3:mulliken_charge:R:1
C -2.76491 -0.02379 -0.00686 -0.887
C -0.00313 -0.20239 -0.00335 0.187
C 2.76115 -0.02028 -0.00713 -0.882
H -2.73531 0.59503 0.89752 0.318
H -2.71330 0.64685 -0.89608 0.302
H -3.68303 -0.59929 0.01741 0.330
H 2.72612 0.61228 -0.87959 0.324
H 2.72171 0.62256 0.89735 0.309
H 3.69564 -0.62293 0.00269 0.311
S -1.42568 -1.22131 -0.00824 -0.011
S -0.00034 1.43482 -0.00712 -0.290
S 1.42109 -1.22156 -0.00658 -0.011
```

## Properties
calculated total energy = -1312.45971 Eh
energy above the lowest of the compared OMol25 structures with the same formula, charge and spin = 1.1 kJ/mol

***

Entry 9:
# C3H6S3

A single C3H6S3 molecule in a non-equilibrium geometry (ωB97M-V with the def2-TZVPD basis set, the Open Molecules 2025 dataset).

Geometry as XYZ:
```
12
Properties=species:S:1:pos:R:3:mulliken_charge:R:1
C 0.47316 -1.11360 0.98519 -0.716
S 1.85697 -0.82596 -0.18471 -0.035
C 1.02831 0.80032 -0.67993 -0.738
S -0.47697 0.64966 -1.81250 -0.024
C -1.61420 0.17620 -0.38116 -0.583
S -1.26571 -1.37672 0.56586 -0.038
H 0.93813 -1.88949 1.53977 0.392
H 0.64516 -0.26723 1.52590 0.402
H 0.70682 1.56057 0.07138 0.328
H 1.85202 1.29926 -1.17845 0.367
H -2.52134 0.00966 -0.91859 0.330
H -1.62235 0.97733 0.46724 0.315
```

## Properties
calculated total energy = -1312.41416 Eh
energy above the lowest of the compared OMol25 structures with the same formula, charge and spin = 120.6 kJ/mol

***

Entry 10:
# C3H6Si

2 unconnected molecules or ions with the total composition C3H6Si in a non-equilibrium geometry (ωB97M-V with the def2-TZVPD basis set, the Open Molecules 2025 dataset).

Geometry as XYZ:
```
10
Properties=species:S:1:pos:R:3:mulliken_charge:R:1
C 1.24940 0.55324 -0.21181 -0.205
C 0.19583 -0.20425 -0.23465 0.088
C 0.11165 1.39141 0.20047 -0.553
Si -1.04599 -1.55517 -0.05706 0.292
H 3.87314 1.69381 -0.68029 0.042
H -0.07060 1.60918 1.22992 0.249
H -0.46391 1.91622 -0.45861 0.305
H -0.74877 -2.33496 1.14688 -0.081
H -0.92530 -2.51638 -1.14593 -0.072
H -2.17546 -0.55312 0.21110 -0.065
```

## Properties
calculated total energy = -407.09021 Eh
energy above the lowest of the compared OMol25 structures with the same formula, charge and spin = 594.1 kJ/mol

***

Which formula does entry 9 have? C3H6S3

***

Repeat the sixth record exactly.
# C3H6S2

A single C3H6S2 molecule in a non-equilibrium geometry (ωB97M-V with the def2-TZVPD basis set, the Open Molecules 2025 dataset).

Geometry as XYZ:
```
11
Properties=species:S:1:pos:R:3:mulliken_charge:R:1
C -2.42444 1.01715 -0.28583 -1.023
C -1.90982 -0.18274 0.49259 -0.658
S -0.38350 -0.96087 -0.19750 0.007
C 0.85724 0.15981 0.13978 -0.057
S 2.43324 0.33512 -0.00230 -0.246
H -3.32319 1.44897 0.17382 0.326
H -1.66977 1.74924 -0.28800 0.335
H -2.56884 0.80885 -1.30407 0.335
H -2.62542 -0.91499 0.27594 0.370
H -2.04351 -0.02806 1.51863 0.444
H 0.29700 0.98272 0.74113 0.167
```

## Properties
calculated total energy = -914.23178 Eh
energy above the lowest of the compared OMol25 structures with the same formula, charge and spin = 115.2 kJ/mol